A single C4H8O molecule at a distorted geometry, computed with the ωB97M-V functional and the def2-TZVPD basis.

ORCA input file:
```
! RIJCOSX wB97M-V def2-TZVPD def2/J DEFGRID3
* xyz 0 1
C 1.459 0.513 -0.383
C 0.771 -0.734 0.038
O -0.180 -1.464 -0.695
C -0.709 -0.757 0.404
C -1.656 0.369 0.083
H 0.746 1.326 -0.530
H 2.154 0.813 0.414
H 2.024 0.339 -1.294
H 1.418 -1.450 0.577
H -0.328 -0.968 1.389
H -1.713 1.047 0.938
H -2.686 0.052 -0.139
H -1.300 0.911 -0.802
*
```

As for the largest force on an atom: 3.1 eV/A. The value obtained for the LUMO energy is 1.15 eV. The calculation puts the HOMO-LUMO gap at 0.3724 Eh. For the energy above the lowest of the compared OMol25 structures with the same formula, charge and spin, the calculation gives 2.582 eV. Its SMILES is C[C@@H]1O[C@@H]1C.